94
Properties=species:S:1:pos:R:3:forces:R:3:mulliken_charge:R:1 method="wB97M-V/def2-TZVPD" charge=+1 orbital_gap_ev=4.214 max_force_ev_per_a=4.112 energy_ha=-2691.73760 homo_ha=-0.355 e_above_lowest_kcal_mol=19.5
Al -2.7545 0.1995 2.1487 0.34 1.42 2.38 -0.0753
O -3.8489 1.3710 2.9237 0.31 0.31 0.55 -0.3584
C -3.5312 2.2905 3.8635 0.07 -0.79 -1.03 0.3975
C -4.5623 2.7504 4.7174 0.68 -0.29 -0.76 -0.5782
C -4.2919 3.8845 5.4498 -0.12 -0.31 -0.36 -0.3627
C -3.1195 4.6261 5.1859 0.44 0.88 1.64 -0.7448
C -1.9955 4.0223 4.6304 -0.99 1.38 -0.71 -0.7710
C -2.1655 2.7889 3.9732 -1.20 -0.03 -0.03 1.4946
C -1.0369 1.9558 3.7273 -0.20 -1.19 -0.61 -1.1627
N -1.2234 0.7221 3.2920 -1.41 1.23 -0.66 0.9253
N -0.6364 -0.3496 3.8824 -0.02 -1.88 -0.06 -1.0446
C -1.5107 -1.3703 3.8464 1.50 2.75 -0.57 0.3192
O -2.6974 -1.2034 3.2739 0.82 -1.05 0.27 -0.3480
C -1.0920 -2.6464 4.4064 -3.01 -0.78 -0.46 0.5780
C -2.0505 -3.7020 4.2735 1.37 -0.60 0.61 -0.3504
C -1.7178 -4.9257 4.8386 -0.17 -0.53 0.65 -0.4415
C -0.4978 -5.1392 5.5610 -0.48 0.67 -1.55 -0.5706
C 0.4520 -4.1146 5.5448 -0.41 0.99 0.94 -0.6178
C 0.0814 -2.8376 5.0746 1.29 -0.83 -0.63 -0.1878
H -5.5463 2.2476 4.6900 0.82 0.27 0.19 0.4270
H -5.0042 4.1463 6.2293 0.07 0.61 -0.40 0.4095
H -3.1123 5.6635 5.6076 0.47 -1.15 -0.32 0.3432
H -1.0566 4.5982 4.5295 -0.49 -0.60 0.33 0.3867
H -0.0387 2.2964 3.9768 0.08 -0.16 0.83 0.4884
H -3.0079 -3.6565 3.7466 0.53 0.52 0.24 0.2249
H -2.4859 -5.7272 4.7525 0.89 0.47 0.23 0.3273
H -0.3038 -6.1198 5.9674 0.12 0.02 0.14 0.3933
H 1.4442 -4.1113 6.0282 -0.68 -0.74 -0.25 0.3641
H 0.8219 -2.0450 5.0401 -0.19 0.02 0.34 0.4191
O -0.3914 7.5029 -0.4191 -1.40 -0.97 0.39 -0.4919
C -1.5813 6.8446 -0.8320 1.06 0.87 1.02 0.4243
O -2.2254 7.3020 -1.7277 0.48 -0.25 0.39 -0.4816
C -1.9336 5.5160 -0.1758 -0.38 -0.74 -0.91 0.9199
C -3.0081 4.7856 -0.7988 0.62 0.91 0.82 -1.0582
C -3.2300 3.4714 -0.4587 1.47 -0.34 0.64 -0.4333
C -2.2797 2.7429 0.3435 -0.07 1.97 -0.55 -0.3334
C -1.2506 3.4682 0.9460 -0.86 0.27 -0.92 -0.4625
C -1.1370 4.8549 0.7548 -0.71 -0.56 -0.29 -0.6808
N -2.4031 1.3453 0.4574 -1.52 -1.49 -3.48 0.3949
C -2.8531 0.7397 -0.6685 1.03 3.12 0.81 -0.1792
C -3.3320 -0.5859 -0.5343 -0.22 -3.18 0.64 0.5675
C -3.6925 -1.4987 -1.5949 -0.19 3.69 0.27 -1.0009
C -3.8120 -2.8273 -1.3287 0.12 0.92 0.83 -0.4025
C -3.7942 -3.2249 -0.0061 0.01 -2.42 -1.03 -0.9391
C -3.6579 -2.3174 0.9797 -0.37 1.92 2.53 0.0049
N -3.3111 -1.0022 0.7775 -1.32 -2.16 -2.51 0.3867
H -0.0726 7.2786 0.4925 -0.65 -0.06 -1.23 0.3263
H -3.6720 5.3227 -1.4896 0.42 -0.31 0.30 0.4365
H -4.0588 2.9369 -0.8564 -0.68 -0.21 -0.21 0.7760
H -0.4280 2.9773 1.3955 0.38 -0.54 0.81 0.6725
H -0.4260 5.3410 1.3926 0.58 0.39 -0.26 0.2067
H -2.9109 1.2340 -1.7075 0.28 -0.52 1.92 0.5550
H -4.0407 -1.0308 -2.5528 1.04 -0.70 0.71 0.4049
H -3.9811 -3.4484 -2.1470 -0.34 -1.36 -0.95 0.5484
H -3.9132 -4.3067 0.2178 -0.12 1.03 0.09 0.4071
H -3.9665 -2.5554 2.0190 0.94 0.07 -0.81 0.5413
C 4.8129 -2.0717 -0.8820 -1.99 1.13 0.67 -2.2347
C 4.0136 -0.9909 -1.6651 0.65 1.67 -0.79 2.0915
C 3.2986 -0.0015 -0.6738 0.85 -0.41 1.16 -1.7957
C 5.0078 -0.0905 -2.4580 0.95 0.22 -0.11 -1.5063
P 2.6513 -1.7060 -2.7347 -1.19 -0.76 1.02 -0.3020
C 2.2740 -0.3748 -3.8803 -0.76 1.33 -0.73 0.6162
C 1.3315 0.6064 -3.4431 1.07 -0.76 0.51 -0.7454
C 1.2152 1.7931 -4.1408 -0.16 0.38 -0.57 -0.5543
C 1.8901 1.9532 -5.3427 0.25 0.57 -0.89 -0.4777
C 2.7563 0.9664 -5.8547 -0.70 1.07 -0.04 -0.8686
C 2.9087 -0.1910 -5.1371 0.18 -1.02 1.29 0.1129
C 3.3056 -3.0875 -3.7660 0.36 -0.25 0.09 1.9106
C 2.2567 -3.4850 -4.8292 0.91 1.72 -1.09 -1.5733
C 4.7432 -2.8433 -4.2476 0.22 -1.41 -0.58 -1.7547
C 3.3657 -4.2986 -2.9037 1.15 -1.54 3.64 -1.8529
H 5.3853 -1.6181 -0.0753 0.42 0.19 -0.27 0.5019
H 5.3748 -2.7206 -1.5044 0.73 -0.28 -0.37 0.3521
H 4.0666 -2.6619 -0.3613 -0.10 -0.45 0.18 0.5327
H 4.1041 0.3660 0.0156 -0.59 -0.26 -0.41 0.4463
H 2.5668 -0.5348 -0.0368 0.20 0.24 -0.35 0.4145
H 2.8410 0.9257 -1.0682 0.19 -0.77 -0.38 0.3445
H 5.7605 0.3120 -1.7067 -0.88 -0.13 -0.98 0.4516
H 4.5379 0.7279 -3.0629 0.17 -0.47 1.01 0.2614
H 5.5979 -0.6292 -3.2254 -0.24 -0.01 0.64 0.2930
H 0.7937 0.4660 -2.4874 0.40 -0.02 -0.58 0.5092
H 0.6240 2.6441 -3.7935 -0.08 -0.48 0.04 0.4364
H 1.7077 2.8805 -5.9285 0.37 -0.71 0.53 0.3057
H 3.3122 1.1784 -6.7707 -0.28 -0.31 0.20 0.4235
H 3.5606 -1.0152 -5.4438 -0.27 0.82 -0.25 0.2003
H 2.5565 -2.8942 -5.7207 -0.68 -0.54 0.05 0.3289
H 1.2894 -3.0739 -4.4829 0.12 -0.81 -0.39 0.3325
H 2.2860 -4.5660 -5.1000 -0.23 0.84 0.46 0.4441
H 4.8914 -1.9172 -4.7803 0.17 -0.02 -0.20 0.3644
H 5.0193 -3.7133 -4.8873 -0.04 0.66 0.06 0.5123
H 5.4679 -2.8792 -3.4229 -0.38 0.12 -0.19 0.3307
H 2.3846 -4.7047 -2.5379 0.68 0.53 -0.60 0.3506
H 3.9703 -4.1104 -1.9202 -1.09 -0.44 -1.75 0.2991
H 3.9219 -5.1210 -3.3995 -0.44 0.37 0.03 0.5045

=====

12
Properties=species:S:1:pos:R:3:forces:R:3:mulliken_charge:R:1 method="wB97M-V/def2-TZVPD" charge=-1 orbital_gap_ev=7.250 max_force_ev_per_a=2.439 energy_ha=-210.97019 homo_ha=-0.103 e_above_lowest_kcal_mol=8.8
O -1.6738 0.0812 1.6539 -0.16 -0.19 0.29 -1.1275
H -2.5557 0.0321 2.0472 0.24 0.09 -0.21 0.1309
C 1.4962 -0.9714 -0.5317 -1.16 1.88 -1.04 -1.0185
C 0.2926 -0.0921 -1.0641 0.42 -0.99 -0.07 -0.3057
N -0.0192 1.0318 -0.2439 -0.76 0.31 -0.26 -0.6285
H 1.3429 -0.9213 0.5410 0.26 -0.87 0.18 0.3005
H 1.4998 -1.9182 -1.0631 0.12 -0.43 0.50 0.3148
H 2.3882 -0.4107 -0.8059 0.40 -0.12 0.19 0.2281
H 0.4661 0.1781 -2.1177 0.28 0.14 0.02 0.2442
H -0.5880 -0.7373 -1.1112 -0.11 0.08 0.26 0.2746
H -0.6962 0.7705 0.5179 0.12 0.11 0.00 0.4179
H 0.7798 1.5336 0.0958 0.34 -0.01 0.15 0.1692

=====

94
Properties=species:S:1:pos:R:3:forces:R:3:mulliken_charge:R:1 method="wB97M-V/def2-TZVPD" s2=15.761 charge=+1 spin_multiplicity=8 orbital_gap_ev="5.603 / 5.649" max_force_ev_per_a=5.328 energy_ha=-3282.11759 homo_ha="-0.318 / -0.319" e_above_lowest_kcal_mol=0.0
C -1.1498 -2.2040 -2.1103 -0.22 -0.17 -0.15 0.3977
C 1.0437 -1.3482 -1.8784 -0.65 -0.61 -0.33 1.6338
C -0.7349 -3.2080 -2.9794 -0.05 0.23 0.28 -0.6882
C 1.4922 -2.3324 -2.8040 0.11 -0.18 0.35 -1.0007
C 0.6238 -3.2941 -3.2869 -0.46 -0.13 0.25 -1.1426
H -1.4859 -3.9060 -3.3522 0.40 0.07 0.04 0.5234
H 2.5586 -2.4101 -3.0334 -0.40 0.19 0.13 0.4646
H 0.9679 -4.1750 -3.8230 0.15 0.38 -0.24 0.4120
N -0.3019 -1.3210 -1.5546 0.67 -0.08 -0.21 1.1179
P -3.0988 -1.1785 -0.2899 0.47 0.12 0.20 0.6166
P 2.7718 0.9407 -0.6944 1.10 -0.01 -1.12 0.9790
C -2.6540 -2.1555 -1.7837 0.03 0.27 -0.49 -2.0270
H -3.1680 -1.7182 -2.6493 0.13 -0.03 0.09 0.7893
H -3.0656 -3.1751 -1.6964 0.31 0.42 -0.09 0.6387
C -0.1322 2.6436 1.7105 1.63 4.34 -0.57 0.2938
O 0.3165 3.7066 1.6012 -1.75 -4.07 0.53 -0.2081
C 2.0745 -0.5999 -1.1635 0.43 -0.77 2.75 -2.0448
H 2.7874 -1.3251 -0.7319 -0.12 -0.36 -0.83 0.1474
C 4.2028 1.2686 -1.9759 0.16 -0.44 0.99 2.2820
C 3.4631 0.6705 1.1378 -0.09 0.12 -1.04 2.0506
C -4.3347 0.2225 -0.7635 0.07 -0.71 0.26 2.0916
C -3.7381 -2.5566 0.8302 -0.35 0.51 -0.26 1.7554
C 4.0432 2.7475 -2.3594 0.11 -0.07 -0.01 -1.8478
H 4.3147 3.4022 -1.5192 -0.06 -0.14 -0.16 0.3644
H 4.7059 2.9800 -3.2045 -0.09 0.05 0.11 0.4656
H 3.0138 2.9914 -2.6414 0.34 -0.08 0.11 0.3260
C 5.6406 1.0397 -1.4993 0.26 0.13 -0.38 -1.9698
H 5.9159 1.6407 -0.6220 -0.08 -0.18 -0.24 0.3182
H 5.8548 -0.0167 -1.3029 -0.10 0.22 -0.03 0.4310
H 6.3067 1.3457 -2.3217 0.01 -0.05 0.22 0.4886
C 3.9197 0.3336 -3.1492 0.00 0.16 -0.17 -1.6606
H 4.4218 0.7084 -4.0516 -0.03 -0.10 0.08 0.5410
H 4.2650 -0.6879 -2.9532 0.01 0.20 0.07 0.2964
H 2.8465 0.2757 -3.3429 0.48 -0.11 -0.06 0.0251
C 4.0572 2.0077 1.6093 -0.02 -0.05 0.10 -1.7447
H 3.2800 2.7793 1.7087 0.16 -0.19 -0.09 0.2832
H 4.5194 1.8708 2.5974 -0.05 0.05 -0.13 0.4873
H 4.8319 2.3998 0.9366 -0.27 -0.18 0.15 0.2626
C 2.3039 0.2726 2.0655 0.30 0.04 0.09 -1.5633
H 1.5416 1.0656 2.1642 0.28 -0.24 -0.12 0.0525
H 1.8480 -0.6882 1.7821 0.20 0.25 -0.16 -0.0691
H 2.6912 0.1044 3.0830 0.01 0.15 -0.22 0.8073
C 4.4974 -0.4546 1.1549 0.30 -0.10 0.42 -1.8357
H 5.4210 -0.1954 0.6245 -0.40 -0.06 0.22 0.4077
H 4.7752 -0.6575 2.2032 -0.02 -0.04 -0.18 0.5339
H 4.1043 -1.3922 0.7385 0.08 0.23 0.10 0.2614
C -3.9732 -1.9507 2.2246 -0.15 -0.17 0.07 -1.4433
H -4.3733 -2.7399 2.8771 0.07 0.23 -0.01 0.5162
H -3.0361 -1.5857 2.6735 -0.28 -0.13 -0.19 0.0734
H -4.7003 -1.1259 2.2103 0.18 -0.23 0.00 0.2223
C -2.6114 -3.6043 0.9326 0.04 0.00 0.02 -1.5374
H -2.3914 -4.0861 -0.0296 -0.03 0.11 0.29 0.3034
H -1.6870 -3.1637 1.3376 -0.41 -0.21 -0.26 0.0223
H -2.9443 -4.3963 1.6208 0.08 0.19 -0.12 0.6174
C -5.0187 -3.2266 0.3073 -0.09 -0.27 0.36 -1.6682
H -5.1917 -4.1284 0.9160 -0.06 0.16 -0.21 0.5387
H -5.9048 -2.5899 0.4133 0.31 -0.18 -0.05 0.3567
H -4.9380 -3.5494 -0.7396 0.01 0.10 0.24 0.2440
C -4.2322 0.5901 -2.2554 0.04 0.04 0.08 -1.7264
H -4.7657 -0.1323 -2.8924 0.23 0.17 0.22 0.4247
H -4.7200 1.5693 -2.3997 0.17 -0.30 0.02 0.5332
H -3.1936 0.6760 -2.6019 -0.32 -0.05 0.11 0.0725
C -3.9013 1.4283 0.1050 -0.08 -0.04 -0.07 -1.6851
H -2.8779 1.7715 -0.1339 -0.30 -0.15 -0.05 0.2190
H -4.5805 2.2711 -0.0856 0.15 -0.13 0.07 0.5628
H -3.9474 1.1991 1.1818 -0.02 0.00 -0.27 0.2712
C -5.7908 -0.1516 -0.4655 -0.26 0.39 -0.09 -1.9127
H -6.1291 -0.9926 -1.0877 0.14 0.23 0.25 0.3774
H -5.9747 -0.3767 0.5945 0.08 0.03 -0.33 0.2956
H -6.4156 0.7176 -0.7290 0.05 -0.24 0.11 0.5206
Eu -0.4634 -0.0205 0.6555 0.29 -0.20 -1.32 0.6540
N 0.2400 1.5648 -0.9602 0.11 -0.50 -3.69 -0.2768
C 0.8950 1.4590 -1.9898 -3.62 2.62 2.90 -0.4511
C 0.5283 2.0216 -3.4319 0.78 -0.33 -0.05 2.2865
C 1.4695 1.6835 -4.5684 0.35 0.20 -0.55 -2.0056
C -0.8040 1.3875 -3.8122 -0.41 -0.35 0.27 -1.7364
C 0.4329 3.5383 -3.2902 0.00 0.32 0.23 -1.6917
H 2.4753 2.0902 -4.4205 -0.24 -0.33 -0.08 0.2435
H 1.4852 0.6056 -4.7669 0.22 0.22 0.07 0.4005
H 1.0846 2.1578 -5.4810 -0.05 -0.04 0.19 0.5506
H -1.5813 1.6328 -3.0854 0.16 -0.09 -0.05 0.1514
H -1.1294 1.7431 -4.7963 0.18 0.11 0.15 0.4250
H -0.6852 0.2952 -3.8938 -0.18 0.29 0.17 0.3296
H -0.0422 3.9921 -4.1701 0.11 -0.27 0.07 0.4614
H -0.1622 3.7942 -2.4089 0.13 0.08 -0.12 0.2704
H 1.4385 3.9746 -3.2001 -0.42 -0.01 0.08 0.3971
S 0.3827 -0.8585 4.7739 -0.21 -1.11 -0.66 -0.1019
C 0.9887 -2.4374 4.3292 -0.66 0.46 -0.67 -0.3713
C 0.5233 -2.8009 3.0875 -0.23 1.53 0.31 -0.5703
N -0.2622 -1.8252 2.4580 -0.26 0.66 2.32 0.1262
C -0.4841 -0.7767 3.2909 0.90 -2.16 -0.14 -0.2661
H 1.6264 -3.0260 4.9722 -0.04 0.20 0.06 0.4634
H 0.7105 -3.7515 2.5951 0.03 0.34 -0.01 0.4149
H -1.2279 0.0090 3.1023 0.48 -0.19 0.09 0.3548